[1]
Computed, not measured: a 7-piece molecular cluster, C7H26O6 overall, with ωB97M-V with the def2-TZVPD basis set.

## Properties
Electronic energy, a.u.: -733.6598
ΔE to the lowest compared entry with this formula, charge and spin, kcal per mole: 17.4
HOMO-LUMO gap, eV: 8.659

ORCA input file:
```
! wB97M-V def2-TZVPD RIJCOSX def2/J DEFGRID3
* xyz 0 1
C -3.27 0.56 1.90
C -2.49 -0.71 2.07
C -1.43 -0.90 1.30
C -1.16 -0.38 -0.07
C -0.40 -1.85 1.80
C 0.56 -1.25 2.87
C -0.05 -1.25 4.28
H -3.64 0.85 0.93
H -2.62 1.46 2.05
H -4.22 0.57 2.48
H -2.68 -1.35 2.93
H -0.87 -1.18 -0.75
H -0.30 0.28 0.06
H -1.93 0.25 -0.52
H -0.78 -2.76 2.33
H 0.22 -2.39 1.04
H 1.51 -1.76 2.82
H 1.01 -0.27 2.76
H 0.00 -2.23 4.71
H -1.10 -1.02 4.18
H 0.35 -0.44 4.90
O 0.70 1.70 -2.72
H 1.12 2.49 -3.05
H 1.05 1.26 -1.95
O 1.10 -1.87 -3.47
H 2.06 -1.93 -3.51
H 0.86 -1.10 -2.94
O 2.13 4.07 -0.98
H 1.99 3.37 -0.33
H 2.22 3.52 -1.76
O 0.56 3.93 1.05
H 0.73 4.62 0.36
H -0.35 3.69 0.82
O -1.30 -3.04 -3.91
H -1.58 -2.20 -4.28
H -0.46 -2.89 -3.45
O 3.06 -0.33 -1.55
H 2.83 -0.61 -0.65
H 3.71 -1.02 -1.72
*
```

Partial atomic charges computed with the Löwdin method, in multiples of e: C -0.104; C -0.121; C -0.340; C -0.041; C -0.187; C -0.257; C -0.100; H 0.054; H 0.090; H 0.076; H 0.103; H 0.081; H 0.080; H 0.080; H 0.129; H 0.112; H 0.090; H 0.095; H 0.064; H 0.041; H 0.078; O -0.042; H 0.024; H 0.009; O -0.046; H 0.043; H 0.026; O -0.064; H 0.028; H 0.019; O -0.083; H 0.047; H 0.039; O -0.080; H 0.023; H -0.013; O -0.056; H 0.054; H 0.049



[2]
Computed, not measured: a 6-piece molecular cluster, C7H27NO5 overall, with ωB97M-V with the def2-TZVPD basis set.

## Properties
Electronic energy, a.u.: -713.7866
ΔE to the lowest compared entry with this formula, charge and spin, kcal per mole: 55.5
HOMO-LUMO gap, eV: 8.895

ORCA input file:
```
! wB97M-V def2-TZVPD RIJCOSX def2/J DEFGRID3
* xyz 0 1
C 1.96 -2.95 0.36
C 0.70 -2.15 0.65
C -0.50 -2.46 -0.17
C -0.52 -1.77 -1.55
C -0.64 -0.19 -1.45
N -1.98 0.28 -0.96
C -2.14 0.17 0.45
C -3.74 -0.22 0.81
H 2.80 -2.66 1.08
H 2.41 -2.66 -0.62
H 1.81 -4.07 0.34
H 0.94 -1.12 0.44
H 0.34 -2.23 1.71
H -1.37 -2.13 0.41
H -0.72 -3.60 -0.24
H -1.43 -2.12 -2.10
H 0.25 -2.06 -2.22
H 0.18 0.26 -0.83
H -0.55 0.30 -2.43
H -2.81 0.17 -1.55
H -1.54 -0.61 0.96
H -1.99 1.24 0.97
H -4.39 0.70 0.79
H -3.95 -0.83 -0.09
H -3.74 -0.56 1.85
O 0.55 2.70 -1.23
H 0.64 3.52 -0.75
H -0.30 2.34 -0.87
O 1.17 4.38 0.75
H 1.66 3.51 0.77
H 0.46 4.20 1.32
O 2.49 0.98 -1.72
H 3.26 1.07 -2.32
H 1.82 1.68 -1.80
O 2.28 1.92 0.70
H 1.43 1.56 0.93
H 2.36 1.72 -0.31
O 0.58 0.65 2.46
H 1.07 1.14 3.14
H 1.16 -0.10 2.34
*
```

Partial atomic charges computed with the Löwdin method, in multiples of e: C -0.108; C -0.312; C -0.245; C -0.152; C -0.196; N -0.106; C -0.291; C -0.062; H 0.085; H 0.074; H 0.087; H 0.072; H 0.124; H 0.072; H 0.144; H 0.111; H 0.085; H 0.082; H 0.113; H 0.114; H 0.060; H 0.124; H 0.063; H 0.053; H 0.054; O -0.072; H 0.011; H 0.075; O -0.054; H 0.010; H 0.009; O -0.071; H 0.098; H 0.004; O -0.110; H -0.014; H 0.026; O -0.042; H 0.060; H 0.024



[3]
Computed, not measured: a 8-piece molecular cluster, C7H27NO7 overall, with ωB97M-V with the def2-TZVPD basis set.

## Properties
Electronic energy, a.u.: -864.2797
ΔE to the lowest compared entry with this formula, charge and spin, kcal per mole: 2.3
HOMO-LUMO gap, eV: 8.170

ORCA input file:
```
! wB97M-V def2-TZVPD RIJCOSX def2/J DEFGRID3
* xyz 0 1
C -2.14 -2.54 0.64
C -1.36 -1.50 1.39
C -0.37 -1.86 2.22
C 0.41 -0.80 2.95
N 1.65 -0.57 2.12
C 1.58 0.26 1.01
C 2.40 1.28 0.75
C 2.19 2.24 -0.39
H -3.06 -2.84 1.13
H -1.48 -3.40 0.56
H -2.37 -2.21 -0.37
H -1.58 -0.44 1.36
H -0.01 -2.88 2.11
H 0.79 -0.90 3.97
H -0.24 0.08 2.97
H 2.36 -0.28 2.77
H 0.90 -0.07 0.24
H 3.16 1.50 1.50
H 1.31 2.86 -0.23
H 2.07 1.71 -1.34
H 3.05 2.90 -0.49
O 3.73 -2.44 -0.36
H 3.53 -2.87 0.48
H 3.81 -1.51 -0.08
O -3.04 2.33 1.17
H -3.17 1.62 0.54
H -2.99 3.13 0.64
O 1.47 -1.84 -2.84
H 2.27 -1.71 -3.35
H 1.76 -2.18 -1.98
O -0.49 1.48 -2.97
H -1.05 1.61 -3.74
H -0.50 0.52 -2.87
O -0.73 -1.00 -4.24
H -1.44 -1.63 -4.11
H 0.11 -1.25 -3.82
O -3.19 1.82 -1.73
H -3.38 1.86 -2.67
H -2.78 2.68 -1.59
O -1.05 2.07 3.20
H -1.72 2.03 2.51
H -0.41 2.73 2.93
*
```

Partial atomic charges computed with the Löwdin method, in multiples of e: C -0.097; C -0.164; C -0.114; C -0.183; N -0.044; C -0.201; C -0.167; C -0.109; H 0.073; H 0.069; H 0.061; H 0.090; H 0.102; H 0.115; H 0.073; H 0.096; H 0.118; H 0.092; H 0.064; H 0.063; H 0.063; O -0.060; H 0.038; H 0.028; O -0.034; H 0.024; H 0.047; O -0.041; H 0.066; H 0.041; O -0.076; H 0.023; H 0.002; O -0.070; H 0.045; H -0.011; O -0.056; H 0.043; H 0.035; O -0.071; H -0.008; H 0.036



[4]
Computed, not measured: a 6-piece molecular cluster, C7H27O6 overall, with ωB97M-V with the def2-TZVPD basis set.

## Properties
Electronic energy, a.u.: -734.0294
ΔE to the lowest compared entry with this formula, charge and spin, kcal per mole: 14.2
HOMO-LUMO gap, eV: 11.224

ORCA input file:
```
! wB97M-V def2-TZVPD RIJCOSX def2/J DEFGRID3
* xyz 1 1
O -0.35 0.52 0.09
H 0.08 0.22 0.90
H -0.69 -0.26 -0.37
H 0.25 1.02 -0.46
C -2.29 -3.53 0.47
C -2.56 -2.02 0.41
C -2.31 -1.25 1.70
O -1.71 -1.51 -0.55
H -2.65 -4.06 -0.41
H -2.77 -3.95 1.36
H -1.21 -3.69 0.51
H -3.58 -1.95 0.04
H -2.88 -1.68 2.52
H -2.68 -0.23 1.59
H -1.25 -1.18 1.94
H -1.77 -2.10 -1.30
C 1.89 3.25 -0.72
O 1.82 1.89 -1.03
H 2.74 3.41 -0.06
H 1.87 3.86 -1.62
H 0.98 3.60 -0.22
H 2.55 1.68 -1.61
C -0.93 1.54 -3.05
O -0.15 0.45 -2.73
H -1.77 1.52 -2.37
H -0.38 2.46 -2.83
H -1.22 1.65 -4.10
H 0.18 0.04 -3.53
C 2.67 -1.25 -0.42
O 1.50 -1.61 0.32
H 3.43 -2.02 -0.28
H 2.48 -1.12 -1.49
H 3.17 -0.33 -0.12
H 1.28 -2.53 0.15
C 0.93 1.84 2.97
O 0.85 0.51 2.58
H 1.23 1.96 4.01
H 1.58 2.41 2.30
H -0.07 2.27 2.90
H 1.74 0.17 2.52
*
```

Partial atomic charges computed with the Löwdin method, in multiples of e: O 0.243; H 0.075; H 0.061; H 0.087; C -0.029; C -0.483; C -0.020; O -0.063; H 0.086; H 0.090; H 0.079; H 0.144; H 0.096; H 0.089; H 0.073; H 0.123; C -0.136; O -0.145; H 0.091; H 0.091; H 0.088; H 0.103; C -0.158; O -0.121; H 0.089; H 0.072; H 0.096; H 0.099; C -0.128; O -0.120; H 0.088; H 0.078; H 0.073; H 0.086; C -0.134; O -0.121; H 0.093; H 0.077; H 0.094; H 0.097